A molecular structure, C18H54Mn2N2O14P at a distorted geometry. Source: OMol25; level of theory: ωB97M-V/def2-TZVPD.

Results
LUMO level (alpha / beta)   -2.27 / -2.69 eV
Expectation value of S²   30.007
Frontier orbital gap (alpha / beta)   8.3 / 9.0 eV
Energy above the lowest of the compared OMol25 structures with the same formula, charge and spin   24.6 kcal per mole
F_max   3.82 eV Å⁻¹
DFT total energy   -4524.34485 Eh

ORCA input file:
```
! wB97M-V def2-TZVPD RIJCOSX def2/J DEFGRID3
* xyz 1 11
Mn -1.83469 0.16585 -0.37086
Mn 1.70259 1.90129 0.44022
P 0.42724 -0.42051 -0.05666
O -0.10232 1.08203 0.09031
O 1.89158 -0.08354 0.22600
O -0.22902 -0.65728 -1.43182
O -0.60181 -1.00667 0.95299
C 0.86192 2.17452 3.60060
O 1.88256 2.15269 2.59978
C 3.16234 1.83801 3.14989
C 4.27055 2.32768 2.21321
N 3.87733 1.80586 0.89575
C 4.51019 2.41579 -0.27814
C 3.94611 1.83196 -1.54838
O 2.54096 2.08377 -1.49833
C 1.83847 1.60093 -2.64505
H 0.93685 1.33235 4.28477
H -0.09660 2.08514 3.09787
H 0.93961 3.12000 4.14369
H 3.25315 0.75568 3.29016
H 3.25498 2.28444 4.14266
H 5.27385 1.97890 2.46377
H 4.29555 3.41842 2.17752
H 4.13390 0.81677 0.89674
H 5.59582 2.27371 -0.22054
H 4.32664 3.49282 -0.28757
H 4.21739 0.79229 -1.74127
H 4.34068 2.46943 -2.34881
H 0.79698 1.89707 -2.57358
H 1.88936 0.50984 -2.65964
H 2.26444 1.97731 -3.57701
C -1.81302 3.38782 -1.86999
O -2.30981 2.38699 -1.00371
C -3.43427 2.78070 -0.24675
C -3.32719 2.33550 1.21957
N -2.96838 0.91618 1.40016
C -4.20653 0.09079 1.35255
C -3.84263 -1.39135 1.18617
O -3.28867 -1.51193 -0.11381
C -2.98071 -2.86439 -0.40636
H -2.67684 3.76722 -2.43319
H -1.12661 3.10000 -2.66138
H -1.43964 4.25807 -1.32411
H -4.36254 2.40126 -0.69316
H -3.58710 3.86372 -0.25332
H -4.25233 2.62373 1.72628
H -2.48946 2.88091 1.66288
H -2.50583 0.66842 2.27375
H -4.92226 0.40488 0.59414
H -4.73191 0.23880 2.30457
H -4.81240 -1.90655 1.22851
H -3.32626 -1.78910 2.06399
H -2.54273 -3.41624 0.42814
H -2.36961 -2.92260 -1.30510
H -3.89296 -3.42999 -0.63906
C 0.58947 -4.10073 -1.16118
O 0.62961 -3.15138 -2.24271
H 0.30384 -5.05664 -1.60076
H 1.56684 -4.09184 -0.67797
H -0.23696 -3.84185 -0.49595
H 0.36923 -2.26893 -1.89947
C -4.14087 0.18832 -3.33659
O -3.05868 0.07561 -2.40794
H -3.94789 -0.44167 -4.20609
H -5.01273 -0.23817 -2.83910
H -4.32374 1.21803 -3.64371
H -2.26005 -0.05719 -2.97492
C -0.69311 -1.44579 -4.93999
O -0.77288 -0.38592 -4.00033
H -1.27141 -1.32546 -5.85361
H 0.34187 -1.51472 -5.29511
H -0.92074 -2.40272 -4.46800
H -0.37112 -0.63226 -3.13865
C 4.05757 -2.21648 -1.27505
O 4.17263 -1.46219 -0.07134
H 4.01015 -3.28125 -1.04184
H 3.17846 -1.98616 -1.88554
H 4.93947 -1.98441 -1.87362
H 3.30590 -1.03625 0.11657
C -1.08585 -1.33879 4.64990
O -0.85788 -0.39178 3.60441
H -1.89843 -1.98998 4.32174
H -0.14209 -1.85236 4.84250
H -1.37859 -0.85411 5.58022
H -0.54345 -0.81121 2.78364
C 1.86170 -2.82282 2.36378
O 0.49969 -3.15743 2.18988
H 2.40651 -2.93691 1.42487
H 1.91783 -1.80044 2.76280
H 2.36498 -3.43009 3.11588
H 0.04381 -2.46344 1.65427
*
```